[1]
{"formula": "C9H20OSi", "method": "ωB97M-V/def2-TZVPD", "de_lowest_kj_mol": 153.5, "e_homo_ev": -8.4, "gap_ev": 9.34, "smiles": "C=C[C@@H](C)[Si](CC)(CC)OC", "charge": 0, "symbols": ["C", "C", "C", "C", "C", "C", "C", "C", "C", "O", "Si", "H", "H", "H", "H", "H", "H", "H", "H", "H", "H", "H", "H", "H", "H", "H", "H", "H", "H", "H", "H"], "coordinates": [[-2.611, 1.313, -0.979], [-1.875, 1.118, 0.139], [-1.223, -2.267, -1.046], [2.970, 0.569, -1.016], [0.116, 2.212, 1.260], [-0.682, -1.210, 2.325], [-0.148, -1.258, -1.478], [2.439, -0.464, -0.023], [-0.484, 1.395, 0.123], [0.471, -1.249, 1.519], [0.570, -0.396, 0.111], [-3.675, 0.976, -0.918], [-2.207, 1.646, -1.902], [-2.444, 0.826, 1.031], [-2.216, -1.708, -1.137], [-1.162, -3.119, -1.758], [-1.035, -2.571, 0.024], [2.889, 0.284, -2.037], [2.380, 1.463, -1.007], [3.995, 0.818, -0.700], [-0.120, 1.824, 2.218], [1.192, 2.049, 1.174], [-0.039, 3.243, 1.037], [-1.531, -1.132, 1.655], [-0.690, -0.237, 2.803], [-0.477, -1.929, 3.118], [-0.556, -0.613, -2.315], [0.716, -1.793, -1.912], [2.783, -0.134, 0.961], [2.898, -1.471, -0.418], [-0.242, 1.815, -0.853]], "atomic_forces_ev_per_a": [[-1.4116, -1.4885, 2.0565], [-2.8598, 0.5646, -1.3795], [-0.6297, 0.5183, -0.1104], [0.4739, 0.4050, 0.9047], [1.2805, -0.6114, -1.7026], [1.0254, 1.3334, 0.1015], [0.4454, 0.4331, 0.1013], [0.4827, -0.3148, -1.3532], [3.3197, -2.0234, 0.8954], [0.0659, 0.0077, -0.5319], [-0.5860, 0.2906, -2.0192], [0.8852, 0.6279, -0.4332], [0.2896, 0.2568, -0.6479], [0.5812, -0.0568, -0.1392], [1.0899, -1.2073, 0.3371], [-0.5515, 0.2624, 0.8159], [-0.4922, -0.1644, -1.2705], [0.3953, -0.6765, -0.8722], [-0.2454, 0.9486, 0.3687], [-0.2061, 0.0880, -0.7369], [-0.7313, 0.2062, 0.9965], [0.2623, 0.3500, 0.1923], [-0.4363, 0.9590, 0.7383], [-0.8527, -1.2779, 0.5946], [-0.0916, 0.3319, 0.5529], [-1.2231, -0.4452, -0.3018], [0.5490, -0.3612, 1.1262], [-0.2572, 0.1310, 0.1174], [0.3355, -0.7058, 0.0624], [-1.1820, 1.5261, 1.5349], [0.2752, 0.0926, 0.0021]]}

***

[2]
{"formula": "C9H21AuN2O8P2SSe", "method": "ωB97M-V/def2-TZVPD", "s2": 2.012, "spin_multiplicity": 3, "de_lowest_kj_mol": 68.3, "e_homo_ev": [-15.2, -15.3], "gap_ev": [10.06, 6.31], "charge": 2, "symbols": ["Au", "C", "C", "O", "P", "O", "O", "O", "P", "O", "O", "O", "H", "H", "H", "H", "H", "H", "H", "C", "S", "C", "O", "H", "H", "H", "H", "H", "H", "C", "N", "C", "C", "N", "C", "C", "Se", "H", "H", "H", "H", "H", "H", "H", "H"], "coordinates": [[0.494, 0.926, -0.598], [-4.109, 0.246, 0.530], [-3.232, 1.364, -0.035], [-4.010, 2.510, -0.381], [-2.509, 0.870, -1.623], [-3.665, 0.169, -2.419], [-2.098, 2.190, -2.375], [-1.331, -0.047, -1.463], [-1.963, 1.850, 1.228], [-1.338, 3.192, 0.631], [-2.615, 1.961, 2.535], [-0.807, 0.816, 1.109], [-4.928, 0.031, -0.154], [-4.501, 0.557, 1.498], [-3.542, -0.675, 0.681], [-4.650, 2.696, 0.320], [-3.854, 0.476, -3.316], [-2.662, 2.953, -2.161], [-1.598, 3.985, 1.120], [-1.181, -1.358, 3.044], [-0.997, -1.641, 1.291], [-1.869, -3.137, 0.806], [0.389, -1.701, 0.848], [-1.625, -2.238, 3.504], [-1.797, -0.466, 3.173], [-0.174, -1.174, 3.414], [-2.730, -2.856, 0.202], [-2.179, -3.679, 1.698], [-1.157, -3.710, 0.215], [5.085, 1.393, 0.798], [4.694, 0.285, -0.077], [5.322, -0.936, -0.148], [4.666, -1.669, -1.078], [3.639, -0.891, -1.561], [2.680, -1.298, -2.586], [3.670, 0.292, -0.936], [2.541, 1.786, -1.266], [5.999, 1.111, 1.309], [4.300, 1.580, 1.527], [5.268, 2.283, 0.200], [6.179, -1.168, 0.457], [4.843, -2.664, -1.446], [2.964, -2.285, -2.937], [2.708, -0.598, -3.418], [1.679, -1.333, -2.158]], "atomic_forces_ev_per_a": [[0.0174, 0.1046, -0.1118], [-0.0212, -0.0009, 0.0036], [-0.1314, 0.0170, -0.0411], [0.0132, 0.0050, -0.0146], [0.0789, -0.0293, 0.0457], [-0.0592, -0.0171, -0.0124], [-0.0298, 0.0002, -0.0080], [-0.0515, 0.0264, -0.0765], [0.0446, -0.0349, 0.0107], [0.0066, 0.0100, 0.0466], [-0.0080, -0.0384, 0.0657], [0.0073, 0.0228, 0.0117], [0.0001, -0.0048, 0.0023], [-0.0061, 0.0080, -0.0052], [0.0128, 0.0072, -0.0073], [0.0017, 0.0118, -0.0015], [0.0192, -0.0128, -0.0006], [0.0200, 0.0072, 0.0132], [-0.0150, 0.0052, -0.0238], [-0.0114, 0.0042, 0.0203], [-0.1747, 0.0527, 0.0467], [-0.0109, -0.0312, 0.0349], [0.1844, -0.1356, 0.0016], [0.0133, -0.0153, -0.0114], [-0.0307, 0.0022, -0.0094], [0.0030, 0.0234, -0.0092], [-0.0082, 0.0105, 0.0019], [0.0136, 0.0029, 0.0140], [0.0011, -0.0018, -0.0072], [0.0044, -0.0028, -0.0066], [0.0143, -0.0365, -0.0593], [0.0168, 0.0179, 0.0069], [-0.0159, -0.0074, -0.0211], [0.0384, 0.0043, 0.1032], [0.0183, -0.0056, 0.0004], [-0.0835, 0.0655, -0.0914], [0.1436, -0.0403, 0.0809], [-0.0046, 0.0159, 0.0081], [0.0118, 0.0190, 0.0034], [-0.0032, 0.0089, 0.0187], [0.0051, -0.0207, 0.0028], [0.0180, -0.0103, 0.0097], [-0.0128, 0.0049, -0.0095], [-0.0235, -0.0060, -0.0001], [-0.0062, -0.0061, -0.0250]]}

***

[3]
{"formula": "C9H21BClF4O2P2Pm", "method": "ωB97M-V/def2-TZVPD", "s2": 6.008, "spin_multiplicity": 5, "e_homo_ev": [-16.5, -16.5], "gap_ev": [7.98, 8.41], "charge": 2, "symbols": ["C", "C", "H", "H", "H", "O", "Cl", "Pm", "P", "C", "C", "H", "H", "H", "H", "H", "H", "C", "H", "H", "H", "P", "C", "C", "H", "H", "H", "C", "H", "H", "H", "H", "H", "H", "C", "O", "F", "B", "F", "F", "F"], "coordinates": [[-2.312, -2.061, -4.682], [-1.476, -1.558, -3.543], [-2.573, -3.116, -4.521], [-1.771, -1.971, -5.638], [-3.246, -1.481, -4.752], [-1.099, -2.178, -2.561], [-1.025, 0.163, -3.710], [0.021, 0.410, -0.116], [2.714, -0.518, -0.624], [3.918, -1.615, 0.220], [2.561, -1.107, -2.343], [3.536, -1.206, -2.832], [4.645, 0.815, -1.380], [1.934, -0.398, -2.893], [3.109, 1.714, -1.446], [3.456, -2.600, 0.349], [2.024, -2.059, -2.344], [3.699, 1.001, -0.862], [4.872, -1.725, -0.312], [3.884, 1.453, 0.117], [4.098, -1.208, 1.218], [-2.312, 0.806, 1.560], [-2.863, 0.195, 3.204], [-2.396, 2.609, 1.822], [-3.436, 0.996, -0.549], [-4.648, 0.995, 0.773], [-3.837, -0.527, 0.248], [-3.714, 0.551, 0.415], [-2.162, 3.109, 0.878], [-3.384, 2.938, 2.161], [-3.827, 0.606, 3.523], [-2.094, 0.443, 3.933], [-1.628, 2.901, 2.544], [-2.928, -0.895, 3.162], [0.287, -1.364, 1.458], [0.531, -2.109, 2.321], [0.951, 1.745, 1.291], [1.588, 1.583, 3.330], [0.414, 0.985, 3.759], [2.677, 0.797, 3.108], [1.813, 2.880, 3.715]], "atomic_forces_ev_per_a": [[-0.1320, -0.2641, -0.0802], [0.3159, -2.0750, 1.5804], [0.2205, 0.3515, 0.0986], [-0.1517, 0.1432, 0.3863], [0.4044, -0.0250, -0.0026], [-0.6577, 1.8433, -1.7787], [0.1720, 0.3630, 0.4023], [0.3647, 2.4458, -0.5719], [1.5942, -0.2675, -0.3609], [-0.6916, -0.2909, 0.2518], [-0.4505, -0.2840, 0.1979], [-0.1828, 0.0277, 0.0828], [-0.2008, -0.1609, 0.0834], [0.1850, 0.0197, -0.1566], [0.1819, 0.0826, -0.0380], [0.2065, 0.0567, -0.0283], [0.2059, -0.0487, -0.1424], [-0.5866, 0.4285, 0.3766], [-0.4051, 0.2192, -0.0493], [0.1054, -0.0094, -0.1368], [0.0585, 0.0134, -0.0719], [-1.3267, 0.4668, 1.1365], [0.4464, -0.6245, -0.3927], [0.7372, 0.1454, -0.2995], [-0.2660, 0.0575, 0.0431], [0.2109, -0.0637, -0.0223], [-0.2165, 0.2112, 0.0404], [0.4244, -0.5445, -0.2461], [-0.0968, 0.1936, 0.0660], [0.1362, -0.2487, -0.0553], [0.2085, 0.0615, -0.3287], [0.0098, 0.0955, 0.0429], [-0.1569, 0.0181, -0.0193], [-0.1287, 0.0487, 0.1143], [1.6328, -4.9944, 5.6954], [-1.3039, 3.7110, -4.3997], [-0.6725, -1.0201, -0.9131], [0.5517, 0.7377, 2.3155], [1.4421, 0.6793, -1.1913], [-1.5172, 0.6759, -0.3722], [-0.6707, -2.1750, -1.2565]]}

***

What did we get for max |F|? Answer: 0.0776; 0.0045; 0.1507 hartree/bohr, in the order shown.